C48H120N8O16 | wB97M-V/def2-TZVPD

```
192
Properties=species:S:1:pos:R:3:forces:R:3:mulliken_charge:R:1
C 5.597751 2.635990 3.720646 0.344 -1.565 1.851 -0.54
O 6.787192 2.363657 4.567092 -0.820 -0.106 -0.517 -0.41
C 6.635548 1.396461 5.672561 0.308 2.074 -0.366 -0.51
C 6.372814 -0.022432 5.334981 -0.603 -1.963 -0.224 -0.58
N 5.001238 -0.420269 4.859859 -0.254 2.183 -0.467 -0.24
C 4.074648 -0.567623 5.939704 -0.903 -1.590 2.213 -0.69
C 2.621870 -0.804232 5.578070 0.943 -0.401 -1.832 -0.40
O 2.150111 0.168975 4.688368 -0.226 0.903 -0.510 0.06
C 1.863348 1.425749 5.241471 -0.837 0.838 -0.008 -0.68
H 4.809181 2.767318 4.461595 -0.551 0.170 -0.353 0.16
H 5.394017 1.755110 3.111842 -0.100 -0.066 -0.058 0.29
H 5.604327 3.484302 3.036231 0.970 0.214 0.521 0.33
H 5.955582 1.714348 6.462928 -0.915 0.476 -0.385 0.29
H 7.568203 1.573865 6.208090 0.402 -0.648 -0.323 0.39
H 6.455430 -0.643717 6.226767 0.551 0.250 0.393 0.38
H 7.113978 -0.436590 4.651419 -0.075 0.241 -0.282 0.32
H 4.581747 0.426041 4.502259 0.378 0.198 -1.484 0.12
H 3.949256 0.235106 6.666347 1.202 0.374 0.426 0.23
H 4.348631 -1.521578 6.390256 0.083 0.181 1.016 0.58
H 1.937784 -0.891769 6.422149 0.280 -0.260 0.282 0.43
H 2.698116 -1.698517 4.959565 -0.802 -0.384 0.107 -0.16
H 2.681129 1.998215 5.679210 0.508 -0.393 0.106 0.29
H 1.055491 1.402758 5.972862 -0.016 -0.415 0.411 0.39
H 1.453887 2.085722 4.476689 0.178 -0.266 -0.404 0.03
C 4.076212 -10.804571 -2.271438 -0.332 1.051 -1.006 -0.77
O 4.789686 -9.635562 -1.872824 0.099 0.024 0.250 -0.36
C 4.227871 -8.849653 -0.838727 1.037 1.096 0.469 -0.21
C 5.229186 -7.686608 -0.425373 -1.712 -1.056 0.690 -0.66
N 4.693066 -6.800548 0.665906 2.105 -1.390 -0.446 -0.06
C 5.620693 -5.704859 0.873028 -1.087 -0.119 0.471 -0.78
C 4.777331 -4.523792 1.263811 0.337 1.808 -0.923 -0.64
O 3.757168 -4.309292 0.241307 1.198 -1.329 0.924 -0.44
C 2.909436 -3.239338 0.449544 -0.047 0.767 0.212 -0.53
H 4.334450 -11.747810 -1.790076 0.439 0.206 0.213 0.26
H 4.261437 -10.807989 -3.345586 0.250 -0.736 -0.011 0.31
H 2.991765 -10.701558 -2.233200 -0.198 0.302 0.506 0.31
H 4.007238 -9.507331 0.002040 -0.261 0.312 0.297 0.24
H 3.360304 -8.280531 -1.172700 -0.603 -0.472 -0.147 0.24
H 5.497861 -7.114398 -1.313333 -0.163 0.127 -0.229 0.35
H 6.146107 -8.152362 -0.064233 0.075 0.069 0.172 0.27
H 3.742643 -6.473452 0.764911 0.037 -0.514 -1.105 0.24
H 6.248139 -5.489132 0.008228 -0.401 0.215 -0.577 0.36
H 6.379380 -5.873541 1.637248 -0.132 -0.293 0.533 0.31
H 5.453169 -3.668795 1.281514 0.016 0.511 -0.226 0.48
H 4.386918 -4.502463 2.281276 -0.561 -0.730 0.022 0.32
H 2.341366 -3.115120 -0.472390 -0.017 0.182 0.089 0.12
H 3.479920 -2.342482 0.690994 0.123 0.431 -0.299 0.45
H 2.217221 -3.335506 1.286030 -0.249 -0.494 0.170 0.24
C -3.226675 -1.149008 4.026508 -0.495 0.159 1.519 -0.57
O -4.181159 -0.516206 3.236887 0.598 -0.163 -0.166 -0.42
C -3.836873 -0.553495 1.863979 -3.445 -0.263 0.023 0.77
C -4.889438 0.468540 1.260895 2.922 1.011 -0.918 -1.10
N -4.678288 0.679104 -0.208509 -1.967 -0.468 -0.500 -0.09
C -5.373964 -0.354904 -1.064161 1.280 1.082 0.066 -0.62
C -4.689502 -0.402826 -2.482958 -0.579 0.845 0.274 0.34
O -4.892544 -1.652560 -3.025338 0.238 -1.559 -0.987 -0.42
C -4.287326 -1.972500 -4.301123 0.172 0.262 1.419 -0.72
H -3.586651 -1.013862 5.046442 0.231 0.202 0.219 0.39
H -2.253052 -0.667189 3.937110 0.269 -0.186 -0.138 0.10
H -3.178157 -2.234738 3.943178 0.191 -0.201 -0.722 0.28
H -4.227132 -1.491948 1.470166 0.358 -0.677 -0.129 0.17
H -2.761499 -0.585915 1.688955 -0.060 1.182 -0.223 -0.22
H -4.777938 1.423411 1.774595 0.635 0.269 -0.128 0.38
H -5.914119 0.279885 1.581109 0.001 -1.038 -0.682 0.37
H -3.725415 0.632758 -0.540148 0.411 0.184 0.909 -0.07
H -6.437186 -0.137928 -1.166966 0.012 0.076 0.065 0.29
H -5.250306 -1.274582 -0.492337 -0.181 -0.665 -0.791 0.45
H -3.648756 -0.079574 -2.461964 0.659 -0.468 0.530 -0.28
H -5.060280 0.292691 -3.235867 -0.794 0.768 0.405 0.27
H -4.458045 -3.048917 -4.318185 0.271 0.176 -0.721 0.27
H -3.230858 -1.704652 -4.316391 0.446 -0.411 0.519 0.24
H -4.607612 -1.430945 -5.191198 -1.117 0.021 0.144 0.30
C 2.691657 0.300281 -5.582923 -0.417 1.032 0.622 -0.39
O 2.162655 1.034346 -6.681717 -0.535 -0.959 -0.251 -0.35
C 0.886960 0.549183 -7.157971 0.406 0.119 -0.555 -0.32
C 0.809129 0.727246 -8.715552 -0.670 -0.837 1.781 -0.85
N 0.541728 2.094302 -9.157921 -0.625 -0.135 -0.017 -0.38
C -0.898416 2.432010 -8.955845 -0.635 0.880 -0.956 -0.33
C -1.396114 3.913475 -9.222804 0.828 1.115 1.147 -0.58
O -1.983752 4.163908 -10.465303 -1.759 -0.272 -1.637 -0.37
C -1.974341 5.524543 -11.043880 3.236 -1.795 0.347 -0.71
H 1.898811 0.048252 -4.878664 -0.195 -0.089 0.090 -0.03
H 3.335803 1.006391 -5.058932 0.208 -0.144 -0.004 0.28
H 3.253921 -0.613510 -5.775182 -0.036 -0.018 -0.711 0.30
H 0.060522 1.029638 -6.634275 0.032 0.717 -0.010 0.27
H 0.697946 -0.488014 -6.881202 0.626 -0.447 -0.229 0.45
H 0.000119 0.054277 -8.999636 -0.222 0.173 -0.409 0.38
H 1.713949 0.249106 -9.090768 0.196 0.587 -0.371 0.30
H 1.130241 2.647730 -8.551724 -0.083 0.631 -0.059 0.31
H -1.278841 2.070918 -8.000342 0.108 0.430 0.444 0.27
H -1.531090 1.891495 -9.659869 0.419 -0.444 -0.381 0.28
H -0.622099 4.668756 -9.086586 0.865 -0.257 0.069 0.33
H -2.107982 4.251133 -8.469596 -0.317 -0.652 0.496 0.32
H -1.160746 5.355206 -11.749212 0.108 0.597 -0.525 0.30
H -1.504369 6.199255 -10.328342 -0.764 0.409 0.174 0.30
H -2.773151 5.925924 -11.667497 -0.787 -0.639 0.975 0.27
C 0.225094 -2.980464 3.368670 -2.265 0.707 1.568 -0.90
O -0.082936 -2.148904 2.266347 1.089 -1.544 -0.734 -0.54
C 0.666644 -0.951111 2.260425 -0.310 0.195 -0.139 0.10
C 0.662396 -0.440326 0.776553 0.036 1.211 0.098 -1.30
N -0.668608 -0.532438 0.188895 -1.101 -0.927 -0.024 0.41
C -0.696893 -0.982980 -1.236567 1.389 2.529 0.428 -0.63
C -0.241036 0.132678 -2.269055 -1.082 0.511 0.596 -0.54
O -1.195657 1.171757 -2.553494 -0.955 0.422 1.079 -0.33
C -1.384736 2.237123 -1.587656 0.062 0.211 -0.833 -0.25
H -0.376943 -3.887463 3.313793 0.527 -0.149 -0.455 0.25
H -0.240340 -2.479985 4.217788 -0.277 0.214 0.581 0.37
H 1.212069 -3.127014 3.807412 0.733 -0.085 -1.367 0.33
H 1.641030 -1.166280 2.699019 0.460 0.255 -0.673 0.24
H 0.192402 -0.364285 3.047086 -0.085 1.027 -0.423 0.16
H 1.449128 -0.947093 0.217673 -0.023 -0.648 -0.128 0.44
H 0.851894 0.611129 0.560605 0.946 0.308 1.168 0.22
H -1.039455 -1.301120 0.728991 -0.810 -0.256 -0.291 -0.02
H -1.706673 -1.180265 -1.596440 0.040 -0.788 0.512 0.49
H 0.066082 -1.760527 -1.199453 -0.374 -0.735 -1.224 0.31
H -0.230784 -0.341053 -3.250664 0.794 -0.226 0.105 0.17
H 0.654196 0.695512 -2.004695 0.626 -0.707 0.016 0.42
H -2.216098 2.869181 -1.899807 -0.766 -0.783 -0.099 -0.23
H -0.652086 3.038604 -1.682277 1.124 -0.471 0.240 0.43
H -1.513524 1.920914 -0.552506 0.086 -0.242 -0.134 0.09
C -0.087341 3.404881 2.108135 -0.673 1.317 -0.428 0.10
O -1.098503 4.286001 2.706873 1.352 -2.666 0.212 -0.40
C -1.259106 5.567953 2.195286 -0.389 -0.745 -0.747 -0.54
C -0.238349 6.572251 2.648696 0.148 0.264 -1.064 -0.55
N -0.334723 6.725343 4.071936 0.837 0.520 0.711 -0.34
C 0.539725 7.808196 4.638973 -1.418 0.773 -1.487 -0.35
C -0.359510 8.982918 5.182883 0.913 -1.632 0.578 -0.79
O -0.752025 9.937877 4.248421 -0.608 0.066 -0.470 -0.33
C 0.160008 10.998859 4.017955 -0.310 -0.472 -0.019 -0.69
H 0.861474 3.910969 1.929980 0.243 0.205 0.618 0.38
H -0.343792 3.091035 1.096288 -0.671 -0.015 -0.144 -0.08
H 0.055539 2.487439 2.679089 -0.240 0.396 0.382 -0.20
H -2.272151 5.805761 2.519771 0.015 0.612 0.367 0.34
H -1.389523 5.510375 1.114646 0.514 0.263 -0.448 0.19
H -0.456023 7.473968 2.076308 -0.383 0.680 0.045 0.34
H 0.773284 6.387733 2.287240 0.193 -0.751 0.361 0.43
H -1.314926 6.942730 4.181705 -0.068 0.196 0.766 0.21
H 1.048668 8.216730 3.765948 0.550 0.153 0.092 0.24
H 1.290302 7.454366 5.345757 -0.315 -0.158 0.148 0.42
H 0.095780 9.425376 6.068903 0.128 0.278 0.075 0.35
H -1.225240 8.411522 5.517705 -0.489 0.639 0.163 0.43
H 1.150694 10.560435 3.897883 0.295 0.470 0.010 0.34
H 0.101444 11.748332 4.807243 0.315 -0.134 0.369 0.26
H -0.147402 11.522849 3.112946 0.056 -0.303 -0.142 0.22
C 3.371938 -10.439204 3.361251 0.193 0.246 0.595 -0.81
O 2.345750 -9.995831 2.556371 -2.630 1.402 -0.430 -0.18
C 1.051770 -9.852194 3.252497 0.476 -1.312 -0.369 -0.96
C -0.036845 -8.936190 2.628255 1.259 -0.481 0.153 -0.34
N 0.266750 -7.531913 2.802395 0.045 -0.774 -0.154 -0.34
C -0.672782 -6.680385 2.085804 1.615 1.030 0.873 -0.33
C -0.810980 -6.703632 0.575202 -2.231 -0.824 0.255 -0.45
O -1.887791 -7.703359 0.295447 1.668 1.061 0.134 -0.33
C -2.059240 -8.015119 -1.073012 0.017 -0.640 0.750 -0.74
H 3.184573 -11.323344 3.970600 -0.326 -0.938 -0.674 0.35
H 3.534369 -9.748745 4.188894 0.758 0.770 -0.248 0.36
H 4.168801 -10.555248 2.626657 0.556 -0.119 0.820 0.19
H 1.231340 -9.640858 4.306632 0.098 0.678 0.057 0.48
H 0.734903 -10.895000 3.267951 -0.793 -0.046 -0.023 0.42
H -0.989361 -9.105210 3.130497 0.005 -0.424 0.055 0.33
H -0.172810 -9.132971 1.564830 -0.013 -0.590 -0.106 0.27
H 1.208306 -7.399565 2.461711 0.181 0.330 -0.118 0.25
H -0.223236 -5.726452 2.361545 -0.550 0.597 -0.363 -0.20
H -1.631735 -6.738493 2.600722 -0.197 -0.071 -0.382 0.42
H 0.104989 -6.804638 -0.006927 0.174 -0.823 0.108 0.27
H -1.167885 -5.711405 0.299120 -0.389 0.122 -0.192 0.48
H -2.466218 -7.158106 -1.609682 0.242 -0.074 -0.389 0.28
H -2.743570 -8.862675 -1.110726 -0.437 0.269 0.031 0.27
H -1.145194 -8.459386 -1.467015 0.333 0.584 -0.469 0.29
C -7.254199 3.332617 -3.417466 -0.144 -0.666 1.136 -0.64
O -5.961708 3.781999 -3.821097 -1.901 0.200 -0.517 -0.46
C -4.981586 3.635501 -2.833841 1.527 -0.952 -0.794 0.39
C -4.714405 4.833849 -1.993858 -0.149 0.184 1.840 -0.75
N -3.808145 5.769224 -2.600691 0.175 1.238 0.446 -0.22
C -3.110543 6.671884 -1.630299 1.021 -0.171 -1.656 -0.07
C -3.601573 8.093287 -1.566468 0.050 -1.346 1.511 -0.70
O -2.672431 8.689216 -0.588963 -1.165 -2.834 -2.342 -0.14
C -2.540423 10.032731 -0.638645 -0.092 1.849 1.675 -0.76
H -7.658117 3.825630 -2.533215 0.477 0.383 0.407 0.27
H -7.195918 2.277471 -3.150341 0.109 -0.259 0.059 0.16
H -8.117815 3.397042 -4.079371 0.855 0.443 -1.093 0.33
H -4.074620 3.466509 -3.414316 0.320 0.287 -0.166 0.16
H -4.994440 2.694570 -2.283766 -1.002 -0.028 0.483 -0.21
H -4.235852 4.580620 -1.047833 -0.029 -0.727 0.044 0.40
H -5.628533 5.325864 -1.661611 -0.554 -0.064 -0.102 0.43
H -4.411546 6.352083 -3.163079 0.295 0.300 -0.583 0.27
H -2.144878 6.874483 -2.093498 0.619 -0.754 0.475 0.24
H -2.981795 6.298258 -0.614461 -0.155 -0.448 -0.232 -0.14
H -4.622246 7.983782 -1.199966 -0.292 1.107 0.272 0.30
H -3.596570 8.386892 -2.616169 0.258 1.243 0.256 0.38
H -1.785525 10.269526 0.111138 0.435 0.162 -0.216 0.13
H -3.435319 10.440619 -0.168659 -0.395 0.851 -0.616 0.35
H -2.260740 10.486097 -1.589614 -0.223 -0.115 -0.199 0.32
```
Positions in Å, forces in eV/Å.

Computed properties:
Structure (SMILES): COCCNCCOC.COCCNCCOC.COCCNCCOC.COCCNCCOC.COCCNCCOC.COCCNCCOC.COCCNCCOC.COCCNCCOC
LUMO energy (eV): 0.4
Gap between HOMO and LUMO (eV): 8.789
HOMO (Eh): -0.308
2S+1: 1
Energy above the lowest of the compared OMol25 structures with the same formula, charge and spin (kJ/mol): 1001.3
Total energy (eV): -96382.36067